96
Properties=species:S:1:pos:R:3:forces:R:3 method="wB97M-V/def2-TZVPD" total_charge=+1 fmax_ev_per_a=1.820 homo_ev=-10.73
S -5.455805 -4.020089 2.447166 0.2 0.1 0.3
C -4.656239 -4.338005 1.043055 -0.3 -0.7 0.0
S -5.072224 -5.847411 0.145709 0.2 0.2 -0.6
C -6.887222 -5.810605 0.030583 0.0 0.3 0.3
C -7.477842 -4.708690 -0.857723 0.1 -0.1 0.3
C -7.719473 -3.332864 -0.201051 -0.1 0.1 -0.9
C -8.879483 -3.321808 0.734777 0.5 0.1 -0.3
C -8.880804 -3.912753 1.963672 0.5 -0.7 0.9
C -10.005216 -3.905646 2.787792 0.4 0.0 -0.4
N -11.116573 -3.316327 2.421028 -0.2 0.0 0.4
N -11.060334 -2.729585 1.255362 -0.9 0.7 -0.7
C -10.057124 -2.683877 0.400257 0.3 -0.2 0.0
N -3.649362 -3.613043 0.479607 -1.7 0.3 0.7
C -3.263427 -2.419084 1.254133 0.8 0.5 -1.0
C -4.159177 -1.253159 0.859548 0.2 0.5 0.5
O -3.991144 -0.829237 -0.485497 -0.3 -0.3 -0.2
C -3.531899 -1.850956 -1.355068 0.8 -0.5 0.5
C -3.929342 -3.276977 -0.947961 0.9 0.1 -0.8
H -7.247538 -5.796186 1.056559 -0.2 0.0 0.0
H -7.184543 -6.769743 -0.386537 0.3 -0.2 0.0
H -8.422943 -5.059383 -1.279560 -0.1 0.0 0.1
H -6.812436 -4.577410 -1.708241 0.0 0.1 -0.1
H -7.965789 -2.644237 -1.013875 0.1 0.1 0.0
H -6.823989 -2.934185 0.265552 0.0 -0.1 0.3
H -7.988385 -4.403103 2.328389 0.1 0.0 0.0
H -9.953229 -4.401592 3.743362 -0.4 0.1 0.2
H -11.912122 -2.246510 0.980776 -0.1 -0.1 0.3
H -10.178228 -2.149607 -0.528289 -0.3 0.1 0.0
H -2.243411 -2.165168 0.954576 0.0 0.0 -0.1
H -3.206852 -2.592479 2.320011 -0.4 -0.2 0.1
H -3.890767 -0.407169 1.495673 0.0 0.1 0.0
H -5.219445 -1.443104 1.047470 0.0 -0.3 0.0
H -3.923907 -1.705224 -2.360656 -0.2 0.2 0.0
H -2.443308 -1.794139 -1.414965 -0.1 0.0 0.0
H -3.328491 -3.941247 -1.565980 -0.2 -0.1 -0.2
H -4.969937 -3.417835 -1.212926 -0.2 -0.2 0.3
C 1.167970 1.831888 -0.316903 -0.1 0.0 0.1
C 0.308219 2.207862 0.898160 0.1 -0.2 -0.2
C -0.683171 1.060202 1.126471 -0.1 0.3 0.1
S 0.113093 -0.422472 0.497685 0.6 0.6 0.4
O -0.644337 -0.909475 -0.630840 -0.1 -0.3 -0.1
O 0.448260 -1.298059 1.595539 -0.3 -0.3 -0.1
C 1.592501 0.382286 -0.099937 0.1 0.2 -0.2
H 2.032951 2.487217 -0.418902 0.0 0.0 0.0
H 0.572870 1.913803 -1.229742 0.0 0.0 0.0
H 0.947788 2.322767 1.774682 0.0 0.0 0.0
H -0.206645 3.148475 0.749026 0.0 0.0 0.1
H -0.910993 0.919439 2.180798 0.0 -0.2 0.0
H -1.604846 1.206677 0.563471 0.0 -0.1 -0.1
H 1.938702 -0.111456 -1.005410 0.0 -0.1 0.1
H 2.348153 0.303275 0.680882 0.0 -0.1 0.0
C 3.853788 6.260170 2.114517 -0.1 0.1 0.1
C 3.106621 6.534317 3.427768 0.0 0.0 0.0
C 1.668423 6.929205 3.066061 0.2 0.1 0.3
S 1.317485 6.120340 1.498749 0.4 -0.2 0.1
O 1.121104 7.131348 0.491553 -0.2 0.0 0.0
O 0.357465 5.057791 1.697929 -0.3 0.4 0.0
C 2.924775 5.385253 1.279436 0.1 0.3 0.3
H 4.811099 5.770168 2.288481 0.0 0.0 0.0
H 4.044851 7.201901 1.594273 0.0 0.0 0.0
H 3.096576 5.625681 4.033478 0.0 0.0 0.0
H 3.590477 7.313407 4.015597 0.0 0.0 0.0
H 0.952199 6.591261 3.811085 -0.1 0.0 -0.1
H 1.565977 8.002196 2.915429 0.0 0.0 -0.1
H 3.175839 5.369483 0.230927 -0.2 0.0 -0.1
H 2.879172 4.368615 1.670198 0.0 0.0 0.0
C 7.866140 3.689335 -2.066867 0.0 -0.1 0.0
C 6.950154 2.838718 -2.957276 0.0 0.1 0.0
C 5.833430 2.284339 -2.069490 0.0 0.3 -0.2
S 5.622996 3.463519 -0.739713 0.2 0.0 -0.5
O 5.993338 2.835622 0.506199 -0.2 0.1 0.1
O 4.348982 4.136377 -0.882341 0.1 -0.2 0.1
C 6.938332 4.569887 -1.235105 0.3 0.1 -0.1
H 8.561805 4.287439 -2.653740 0.0 0.0 0.0
H 8.449643 3.039509 -1.410925 0.0 0.0 0.0
H 6.521809 3.466755 -3.742132 0.0 0.0 0.0
H 7.494345 2.031408 -3.443593 0.0 -0.1 0.0
H 4.895045 2.184029 -2.609851 -0.1 0.0 0.2
H 6.110201 1.333966 -1.629360 -0.1 0.5 0.1
H 7.413217 4.993541 -0.352619 -0.1 0.0 0.1
H 6.495066 5.361589 -1.839031 -0.1 0.0 0.0
C 5.806338 -3.601050 -0.998271 -0.1 0.0 -0.1
C 6.004976 -3.768875 -2.510337 0.1 0.0 0.1
C 5.504417 -2.485165 -3.184755 -0.1 -0.4 -0.2
S 5.717999 -1.172351 -1.978038 0.2 -1.1 0.0
O 4.421340 -0.666675 -1.599321 0.1 0.3 -0.1
O 6.783592 -0.310478 -2.421667 0.1 0.0 -0.2
C 6.337824 -2.211125 -0.661988 -0.1 -0.3 0.2
H 6.326393 -4.372949 -0.433744 0.0 0.0 0.0
H 4.743468 -3.663211 -0.754331 0.0 0.0 0.0
H 7.066567 -3.907042 -2.724076 0.0 0.0 0.0
H 5.478576 -4.641749 -2.892844 0.0 0.0 0.0
H 6.075908 -2.242253 -4.077073 -0.1 0.2 0.0
H 4.444715 -2.543705 -3.426781 0.0 0.1 0.1
H 5.988767 -1.831433 0.295848 0.0 0.1 -0.1
H 7.426257 -2.183100 -0.703970 0.0 0.1 0.0

---

40
Properties=species:S:1:pos:R:3:forces:R:3 method="wB97M-V/def2-TZVPD" relative_energy_ev=0.000 smiles="COC(=O)c1ccc(C(=O)N[C@H]2CCSc3ccccc32)cc1" fmax_ev_per_a=0.456 homo_ev=-7.95
C -7.479177 -1.076887 0.395760 -0.4 0.1 -0.1
O -6.070903 -0.931450 0.495101 0.4 -0.1 0.1
C -5.543531 0.109522 -0.164635 -0.3 0.1 -0.1
O -6.204803 0.884683 -0.811509 0.1 -0.1 0.1
C -4.069834 0.194652 -0.011733 0.3 0.1 0.0
C -3.405273 1.246830 -0.638157 -0.3 -0.1 0.0
C -2.033409 1.363841 -0.536651 0.1 -0.1 0.1
C -1.308440 0.429664 0.198798 -0.3 -0.1 0.1
C 0.177348 0.502352 0.359392 -0.2 0.2 -0.2
O 0.735287 0.170046 1.384071 0.1 -0.1 0.2
N 0.834925 0.957614 -0.736359 0.1 0.2 -0.4
C 2.287769 1.015466 -0.805924 0.0 0.2 0.4
C 2.807054 2.040378 0.207548 0.0 0.0 -0.2
C 4.300280 2.228664 0.059261 0.2 -0.4 0.1
S 5.190693 0.732592 0.593735 0.0 0.2 0.1
C 4.135588 -0.554781 0.012087 0.0 0.2 -0.1
C 4.628271 -1.845625 0.194354 0.0 0.1 0.0
C 3.913337 -2.941890 -0.236070 0.0 0.0 0.0
C 2.695699 -2.756233 -0.870415 -0.1 0.0 -0.1
C 2.205409 -1.477264 -1.045293 0.1 -0.1 0.0
C 2.898618 -0.357486 -0.597431 0.1 -0.2 -0.1
C -1.978004 -0.606212 0.845006 0.2 0.1 0.0
C -3.348547 -0.731571 0.737544 -0.1 0.1 -0.1
H -7.736975 -1.952870 0.985275 0.0 0.0 0.0
H -7.980823 -0.189097 0.786433 0.0 -0.1 0.0
H -7.773815 -1.214518 -0.646781 0.0 0.0 0.1
H -3.986696 1.962870 -1.199267 0.0 0.1 0.0
H -1.534327 2.199769 -1.005872 0.0 0.1 0.0
H 0.312482 1.132275 -1.577955 0.0 -0.1 0.1
H 2.538577 1.360474 -1.818871 -0.1 0.0 0.2
H 2.297707 2.993051 0.040541 0.0 0.0 0.0
H 2.568009 1.691222 1.213335 0.0 0.1 -0.1
H 4.579929 2.442287 -0.974167 0.0 0.1 0.0
H 4.668177 3.028157 0.701221 0.0 0.0 0.0
H 5.584284 -1.965650 0.681377 0.1 -0.1 0.0
H 4.305575 -3.935888 -0.083782 0.0 -0.1 0.0
H 2.128058 -3.603041 -1.225133 0.0 -0.1 0.0
H 1.252375 -1.341508 -1.536841 -0.1 0.0 0.0
H -1.399410 -1.305616 1.429493 0.0 0.0 0.1
H -3.867150 -1.537991 1.231120 0.0 -0.1 0.0

---

13
Properties=species:S:1:pos:R:3:forces:R:3 method="wB97M-V/def2-TZVPD" relative_energy_ev=2.624 smiles="C=Cn1cnnc1O" fmax_ev_per_a=3.295 homo_ev=-9.38
C -2.222929 -0.171233 -0.144427 -0.4 1.2 0.7
C -1.135568 0.522325 0.126935 1.0 -0.6 -1.4
N 0.121556 -0.096854 0.080698 2.6 0.0 0.5
C 0.509282 -1.412820 0.160735 -1.5 -0.4 0.0
N 1.761171 -1.543272 -0.043580 0.7 -3.1 0.8
N 2.363531 -0.360053 -0.108280 -0.6 2.1 -0.8
C 1.369267 0.473994 -0.058072 -0.8 3.0 1.0
O 1.432737 1.850132 0.102415 0.2 -1.7 -0.9
H -3.072484 0.501356 -0.125637 -0.6 -0.9 -0.3
H -2.217417 -1.237696 -0.302845 -0.4 0.0 0.0
H -1.063632 1.591676 0.046803 -0.2 0.3 0.6
H -0.149932 -2.181061 0.513968 -0.2 -0.3 -0.4
H 2.304424 2.063501 -0.248716 0.2 0.4 0.1

---

84
Properties=species:S:1:pos:R:3:forces:R:3 method="wB97M-V/def2-TZVPD" relative_energy_ev=2.629 total_charge=+1 fmax_ev_per_a=2.602 homo_ev=-10.28
La 1.526425 -0.764683 -0.369949 1.9 0.1 -1.7
C -0.224443 -0.471580 1.523021 -1.0 -1.0 -0.3
C -0.846812 -0.549648 0.225064 -0.5 -1.2 1.3
C 0.030427 -2.630203 0.763969 -1.1 0.3 0.3
C 0.325896 -1.742577 1.841432 -1.2 0.4 -0.3
C -0.737657 -1.916143 -0.210487 -0.3 0.1 0.9
C -0.383643 0.647083 2.479558 -0.1 0.7 0.4
H -1.432072 0.917254 2.665100 0.1 -0.2 -0.3
H 0.127164 1.554221 2.146001 -0.2 -0.1 0.2
H 0.014849 0.361695 3.456546 -0.2 0.1 -0.3
C 0.796540 -2.134129 3.199118 0.4 -0.4 0.3
H 0.217417 -1.642821 3.991063 0.2 0.1 -0.3
H 1.856606 -1.907564 3.348144 -0.1 -0.1 0.1
H 0.655795 -3.207324 3.371541 0.2 0.2 -0.1
C 0.212670 -4.114737 0.826764 0.1 -0.5 -0.1
H 0.164339 -4.487283 1.859672 0.1 0.2 -0.3
H 1.172995 -4.438618 0.412763 -0.1 -0.1 0.0
H -0.580691 -4.650042 0.288699 0.2 0.2 0.0
C -1.339285 -2.521462 -1.432578 -0.2 -0.2 -0.2
H -2.437262 -2.443268 -1.402097 0.3 0.1 -0.1
H -1.099799 -3.590001 -1.491349 0.0 0.3 -0.1
H -0.985013 -2.050437 -2.357018 -0.2 0.0 -0.1
C -1.446816 0.603496 -0.497469 -0.4 0.1 -0.4
H -2.540830 0.528538 -0.574576 0.2 0.0 0.1
H -1.097877 0.648767 -1.537266 -0.3 -0.1 0.2
H -1.191107 1.557998 -0.023684 -0.1 -0.2 -0.1
C 0.698650 4.060829 -1.944819 -0.2 0.1 0.8
C -0.464736 3.996127 -1.245182 1.4 1.1 -0.5
C -1.805976 4.154400 -1.865117 -0.9 -0.7 -1.0
C -1.889871 4.138053 -3.450586 -0.6 0.7 1.0
C -1.860330 2.818733 -4.154726 0.1 -1.0 -0.1
C -0.928812 1.857566 -4.087192 -0.4 -0.2 -0.1
C 0.332215 1.911800 -3.276421 0.6 0.1 0.0
C 0.992105 3.301941 -3.204853 0.0 0.6 -0.2
H -2.159497 5.171621 -1.583887 0.4 -0.5 0.0
H -1.176279 4.873988 -3.883856 -0.4 -0.5 0.4
H -2.556320 3.488188 -1.404370 0.1 0.0 -0.4
H 0.714324 3.917506 -4.074326 0.2 -0.4 0.0
H 1.533447 4.715223 -1.632134 -0.2 -1.1 0.7
H -0.434918 4.173404 -0.176396 0.0 0.8 0.1
H 2.089044 3.169798 -3.217727 -0.4 0.1 -0.2
H 0.111137 1.592333 -2.244041 0.2 0.3 -0.3
H -1.078653 0.917692 -4.638917 -0.1 0.5 0.1
H 1.089368 1.195747 -3.666620 -0.6 0.3 0.0
H -2.897958 4.529660 -3.652725 0.4 0.2 0.0
H -2.762473 2.620745 -4.749674 0.5 -0.1 0.1
P 2.818386 1.042491 -5.444160 0.3 0.8 -1.5
P 2.403778 -1.880498 -5.557272 0.3 -0.5 -1.3
C 3.573736 0.276665 -6.998933 -0.1 0.2 0.2
C 3.622258 -1.249257 -6.869207 0.2 -0.2 0.7
H 4.583468 0.690284 -7.144127 -0.3 0.0 0.0
H 2.970883 0.583277 -7.871268 0.1 -0.1 0.4
H 3.407212 -1.747269 -7.829166 0.0 0.1 0.4
H 4.621643 -1.584519 -6.545892 -0.2 0.1 -0.1
C 2.492531 -3.632477 -6.134359 0.0 -0.2 0.1
H 1.643315 -4.188019 -5.717987 0.2 0.0 -0.1
H 3.427395 -4.090630 -5.787635 -0.2 0.0 -0.1
H 2.458499 -3.687161 -7.232745 0.0 -0.1 0.3
C 0.872507 -1.470675 -6.509093 -0.4 0.1 0.3
H 1.060141 -1.462355 -7.590096 0.0 0.0 0.2
H 0.441415 -0.508859 -6.208584 0.1 -0.1 -0.1
H 0.141840 -2.257821 -6.286714 0.0 0.2 -0.1
C 4.324006 1.835391 -4.743826 0.0 0.1 0.3
H 4.160104 1.962701 -3.664357 0.3 0.1 -0.2
H 4.499900 2.817513 -5.205448 0.1 -0.3 0.1
H 5.195436 1.187848 -4.899881 -0.2 0.2 0.1
C 2.065823 2.542649 -6.269047 0.0 -0.2 0.3
H 2.784878 2.924943 -7.014930 -0.4 0.0 0.3
H 1.882738 3.291100 -5.481810 0.1 -0.2 -0.7
H 1.101345 2.274941 -6.741535 0.5 0.2 0.2
C 2.655835 0.865200 3.534196 -0.3 0.0 0.4
C 3.246855 0.950155 2.158344 0.3 0.1 -1.6
O 2.657500 0.124981 1.157639 1.3 1.4 1.8
C 3.104422 2.407509 1.591010 -0.2 0.9 -0.1
F 3.502816 3.379602 2.456103 -0.3 -1.1 -0.8
F 3.769642 2.583561 0.424871 -0.3 -0.2 0.8
F 1.776342 2.674183 1.295906 1.2 -0.4 0.4
C 4.731934 0.485168 2.228480 0.7 -0.3 0.3
F 5.507210 1.244694 3.057567 -0.9 -0.7 -0.9
F 4.746608 -0.798351 2.716057 0.1 1.1 -0.4
F 5.317051 0.451697 1.012731 -0.2 0.0 0.8
H 1.607698 1.164985 3.503201 0.5 0.0 0.1
H 3.185800 1.538972 4.219176 0.0 -0.3 -0.2
H 2.736418 -0.169815 3.878327 0.0 0.4 0.1